DFT (ωB97M-V with the def2-TZVPD basis set) results for a molecular structure, C44H39ClIrN2O3PS2.

Atoms and positions in Å:
Ir: -0.01 -0.01 -0.07
Cl: 0.07 -1.92 1.39
C: 1.18 -3.20 1.09
C: 1.16 -4.38 1.82
C: 2.09 -5.37 1.52
C: 3.02 -5.17 0.50
C: 3.03 -3.98 -0.22
C: 2.11 -2.98 0.07
P: 1.95 -1.34 -0.78
C: 2.90 -0.15 0.37
C: 2.69 1.25 0.19
C: 3.36 2.21 1.03
C: 4.20 1.77 2.00
C: 4.42 0.37 2.20
C: 3.79 -0.56 1.41
C: 3.12 -1.50 -2.24
C: 4.44 -1.04 -2.15
C: 5.33 -1.17 -3.21
C: 4.92 -1.75 -4.39
C: 3.62 -2.20 -4.52
C: 2.73 -2.08 -3.46
H: 0.43 -4.53 2.60
H: 2.08 -6.30 2.08
H: 3.74 -5.95 0.27
H: 3.77 -3.86 -1.01
H: 1.99 1.61 -0.62
H: 3.18 3.27 0.89
H: 4.70 2.49 2.64
H: 5.09 0.03 2.98
H: 4.00 -1.61 1.59
H: 4.81 -0.59 -1.23
H: 6.35 -0.81 -3.10
H: 5.62 -1.84 -5.22
H: 3.29 -2.65 -5.45
H: 1.74 -2.44 -3.60
C: -1.98 2.27 -2.91
C: -2.06 1.14 -1.92
O: -1.50 1.20 -0.83
N: -2.80 0.07 -2.34
C: -2.80 -1.19 -1.58
C: -1.63 -2.07 -1.91
C: -1.81 -3.21 -2.66
C: -0.71 -3.99 -2.99
C: 0.53 -3.59 -2.57
C: 0.62 -2.43 -1.82
N: -0.41 -1.66 -1.48
H: -1.99 3.22 -2.38
H: -2.84 2.25 -3.59
H: -1.06 2.18 -3.48
H: -2.99 -0.01 -3.33
H: -3.74 -1.70 -1.81
H: -2.80 -0.96 -0.52
H: -2.80 -3.51 -3.00
H: -0.83 -4.89 -3.58
H: 1.41 -4.17 -2.81
H: 1.59 -2.11 -1.51
O: -0.95 -0.57 2.32
S: -1.10 0.93 2.06
C: -1.78 1.60 3.60
C: -2.49 0.79 4.48
C: -3.00 1.33 5.66
C: -2.79 2.67 5.96
C: -2.07 3.47 5.08
C: -1.56 2.94 3.91
C: -2.69 1.15 1.22
C: -3.55 0.09 1.04
C: -4.77 0.27 0.39
C: -5.12 1.52 -0.09
C: -4.24 2.60 0.08
C: -3.03 2.41 0.73
H: -2.65 -0.26 4.26
H: -3.55 0.70 6.34
H: -3.19 3.08 6.88
H: -1.90 4.52 5.32
H: -0.99 3.57 3.23
H: -3.28 -0.90 1.41
H: -5.44 -0.57 0.26
H: -6.06 1.67 -0.60
H: -4.51 3.58 -0.30
H: -2.36 3.25 0.85
S: 1.26 0.92 -1.97
C: 2.19 1.57 -3.35
C: 3.57 1.77 -3.24
C: 4.29 2.28 -4.32
C: 3.65 2.59 -5.50
C: 2.27 2.40 -5.62
C: 1.55 1.89 -4.55
H: 4.08 1.53 -2.32
H: 5.36 2.43 -4.23
H: 4.21 2.98 -6.34
H: 1.77 2.64 -6.55
H: 0.48 1.74 -4.65
O: 1.59 0.48 0.89

* highest occupied orbital energy (alpha / beta): -0.3335 / -0.3325 hartree
* energy relative to the best compared isomer or geometry (same formula, charge and spin): 130.6 kJ/mol
* E_LUMO (alpha / beta): -3.0 / -2.9 eV
* 2S+1: 2
* charge: +1
* HOMO-LUMO gap (alpha / beta): 6.1 / 6.1 eV
* <S²>: 0.771